Entry 1:
{
  "formula": "C13H26AlClINOP2",
  "method": "the ωB97M-V functional and the def2-TZVPD basis",
  "species": ["C", "C", "H", "H", "H", "O", "I", "Al", "P", "C", "C", "H", "H", "H", "H", "H", "H", "C", "H", "H", "H", "P", "C", "C", "H", "H", "H", "C", "H", "H", "H", "H", "H", "H", "Cl", "C", "C", "C", "N", "C", "C", "H", "H", "H", "H", "H"],
  "positions_angstrom": [[1.6079, 1.9344, -1.4650], [1.4568, 1.5808, 0.0444], [2.5869, 1.5888, -1.8426], [1.5137, 3.0225, -1.6389], [0.9431, 1.4364, -2.2046], [2.1097, 0.5303, 0.3575], [-2.4500, 1.1183, 1.7098], [-1.1206, -0.1593, -0.6401], [-1.5478, -0.9740, -2.6166], [-1.4396, -2.7405, -2.4786], [-3.2207, -0.2852, -2.6765], [-3.6335, -0.7914, -3.5507], [-0.7589, -0.6929, -4.7484], [-3.1527, 0.8121, -2.8136], [-0.5971, 0.8771, -3.8653], [-1.8946, -3.1122, -1.5398], [-3.8216, -0.4822, -1.7712], [-0.4637, -0.2160, -3.8147], [-1.9892, -3.0913, -3.3554], [0.5923, -0.4284, -3.5993], [-0.3765, -3.0405, -2.5087], [0.3467, 1.9428, 1.7350], [1.0970, 0.9772, 3.0913], [1.5840, 3.2586, 1.5121], [-1.1905, 3.7909, 2.0901], [-0.1816, 3.5539, 3.6004], [-1.5433, 2.4681, 3.2885], [-0.7495, 3.0792, 2.8018], [1.1946, 3.9571, 0.7590], [1.7353, 3.7289, 2.4720], [1.5882, 1.6879, 3.7646], [1.8560, 0.3010, 2.6705], [2.5502, 2.8576, 1.1918], [0.3856, 0.3896, 3.6843], [-1.5536, 1.9621, -1.2619], [1.2338, -3.8314, 1.6832], [1.6388, -3.2984, 0.4572], [1.0797, -2.1507, -0.0588], [0.0589, -1.5284, 0.6035], [-0.2844, -1.9579, 1.8568], [0.2803, -3.1212, 2.3910], [1.7290, -4.7552, 2.0547], [2.4187, -3.7257, -0.1553], [1.4459, -1.7110, -0.9859], [-1.0223, -1.3368, 2.4052], [-0.0412, -3.4251, 3.3671]],
  "atomic_forces_ev_per_a": [[0.2, 1.6, -0.4], [1.0, -8.1, -0.7], [0.0, 0.3, 1.0], [0.0, -0.6, 0.0], [-0.3, 0.3, 1.3], [-2.0, 4.4, -0.8], [-1.0, -3.2, -1.9], [0.1, 2.3, 4.4], [0.1, 0.6, 1.2], [-0.2, -0.6, -0.7], [-0.2, -0.2, -0.8], [-0.7, 0.3, 0.0], [0.4, 0.3, -0.5], [-0.1, -0.8, -0.1], [-0.2, -0.5, 0.1], [0.1, 0.3, -0.6], [0.3, -0.1, -0.4], [0.1, -0.1, -0.6], [0.2, -0.8, 0.2], [-0.3, -0.2, -0.1], [-0.5, 0.0, -0.1], [0.7, 2.4, 1.7], [0.5, -1.0, -0.6], [0.6, 0.6, 0.4], [0.0, 0.0, 0.6], [0.5, 0.3, -0.4], [1.0, 0.8, -0.2], [-0.3, -0.1, -0.3], [0.2, 0.0, 0.3], [0.3, 0.6, 0.1], [-0.1, 0.1, -0.3], [-0.2, 0.2, 0.3], [0.2, 0.4, 0.0], [-0.1, 0.2, -0.4], [0.8, -0.5, -0.3], [0.6, -0.2, -0.3], [0.4, 0.1, -0.5], [-1.0, -0.1, 1.0], [-0.3, 0.7, -0.5], [0.1, 0.1, -0.9], [-0.2, 0.6, 0.0], [-0.6, 0.8, -0.2], [0.1, -0.4, 0.3], [-0.2, -0.1, 0.2], [0.4, -0.6, -0.5], [-0.1, -0.2, 0.3]],
  "mulliken_charge": [-0.9883, 0.5094, 0.3803, 0.3795, -0.0804, -0.4255, -0.1688, -0.1130, 1.0410, -1.0917, -1.2013, 0.4422, 0.4834, 0.4396, 0.3972, 0.3594, 0.4037, -1.2872, 0.4752, 0.4182, 0.3805, 1.1945, -1.2725, -1.5597, 0.5187, 0.4229, 0.5389, -1.5928, 0.3781, 0.5903, 0.4741, 0.3784, 0.4540, 0.3413, -0.2929, -0.2748, -0.9448, 0.0130, 0.5667, -0.0618, -0.8850, 0.4141, 0.4604, 0.5937, 0.3091, 0.4824],
  "e_above_lowest_kcal_mol": 63.4,
  "total_charge": 2,
  "orbital_gap_ev": [7.0917, 7.0928]
}

***

Entry 2:
{
  "formula": "C11H14N2",
  "method": "the ωB97M-V functional and the def2-TZVPD basis",
  "species": ["C", "C", "C", "N", "C", "N", "H", "H", "H", "H", "H", "H", "C", "C", "C", "C", "C", "C", "C", "H", "H", "H", "H", "H", "H", "H", "H"],
  "positions_angstrom": [[-3.1544, 2.3376, -1.7132], [-2.5473, 1.0727, -1.9085], [-2.2939, -0.0959, -1.0853], [-1.9074, -1.1645, -1.9624], [-1.8022, -0.6434, -3.1705], [-2.1859, 0.6647, -3.1669], [-2.4262, 3.2612, -1.7619], [-3.7917, 2.2865, -0.6278], [-3.9701, 2.5976, -2.2751], [-2.4175, -0.2230, -0.0050], [-1.6280, -2.1516, -1.6321], [-1.6756, -1.2707, -4.0206], [0.4266, 0.9802, 1.3248], [1.4816, -0.0253, 1.4087], [2.6940, 0.2947, 0.8952], [3.8031, -0.5347, 1.2374], [3.5252, -1.7503, 1.8699], [2.2059, -2.2462, 2.0929], [1.1711, -1.3200, 1.9419], [-0.0452, 1.0385, 2.2014], [-0.4199, 0.8628, 0.7665], [0.8330, 2.0157, 1.1131], [2.8081, 1.2619, 0.5079], [4.7923, -0.1610, 1.1788], [4.4254, -2.4366, 2.0838], [2.0818, -3.1610, 2.6093], [0.0174, -1.4899, 2.0980]],
  "atomic_forces_ev_per_a": [[0.1, 3.2, 5.6], [2.3, -6.5, -0.4], [-0.8, 1.1, -1.0], [0.3, -0.2, 3.8], [-1.4, 2.9, -0.2], [0.5, -1.5, -1.4], [-1.3, -1.8, 0.4], [2.3, 0.5, -2.4], [-1.7, 0.1, -2.3], [0.1, -0.2, -0.6], [-0.7, 2.5, -0.9], [0.4, 0.1, -0.6], [2.4, 2.6, -1.2], [-1.4, -1.9, -0.7], [2.0, -1.6, 1.8], [-2.3, -0.4, 0.5], [1.4, -1.4, -0.6], [0.5, 2.5, 0.2], [-1.1, 0.5, -0.7], [-1.4, 0.5, 4.2], [-1.7, -0.9, -2.7], [-0.4, -1.2, 0.1], [0.4, 1.1, -0.7], [0.9, 0.0, -0.5], [-1.6, 1.1, -0.1], [-0.2, -1.0, 0.1], [2.6, -0.1, 0.1]],
  "mulliken_charge": [-1.0079, 0.8489, -0.7372, -0.0735, -0.2859, -0.6584, 0.1982, 0.2073, 0.4014, 0.4547, 0.2706, 0.3935, -1.5299, 1.0753, -0.5097, -0.4885, -0.2048, -0.6715, -0.2722, 0.5094, 0.1627, 0.2988, 0.3704, 0.3877, 0.2470, 0.3859, 0.2276],
  "e_above_lowest_kcal_mol": 63.0,
  "orbital_gap_ev": 9.0786,
  "smiles": "Cc1c[nH]cn1.Cc1ccccc1"
}

***

Entry 3:
{
  "formula": "C38H32ClIrN7O3",
  "method": "the ωB97M-V functional and the def2-TZVPD basis",
  "species": ["Ir", "C", "O", "C", "C", "C", "C", "C", "C", "C", "N", "C", "C", "N", "C", "C", "C", "C", "N", "C", "C", "N", "C", "C", "C", "C", "H", "H", "H", "H", "H", "H", "H", "H", "H", "H", "H", "H", "H", "H", "N", "C", "C", "C", "N", "H", "H", "H", "H", "C", "C", "C", "C", "C", "C", "N", "C", "C", "C", "C", "C", "C", "C", "O", "O", "C", "C", "H", "H", "H", "H", "H", "H", "H", "H", "H", "H", "H", "H", "H", "H", "Cl"],
  "positions_angstrom": [[0.0685, -0.1508, -0.2925], [12.8306, 1.8283, -5.1504], [11.8771, 2.8006, -4.7528], [10.6847, 2.3832, -4.2977], [10.3150, 1.0475, -4.1477], [9.0615, 0.7346, -3.6525], [8.1562, 1.7337, -3.3038], [8.5349, 3.0723, -3.4690], [9.7760, 3.3920, -3.9589], [6.8398, 1.4446, -2.7631], [5.9323, 2.3394, -2.4308], [4.8728, 1.6348, -1.9510], [5.1346, 0.2715, -1.9964], [6.3946, 0.1690, -2.5174], [4.2093, -0.7114, -1.5653], [4.4137, -2.0991, -1.6272], [3.4297, -2.9439, -1.1737], [2.2548, -2.3946, -0.6598], [2.0435, -1.0933, -0.6074], [2.9850, -0.2395, -1.0499], [2.6981, 1.1630, -0.9915], [1.4955, 1.5338, -0.5037], [1.1826, 2.8154, -0.4463], [2.0500, 3.8206, -0.8782], [3.2837, 3.4716, -1.3716], [3.6297, 2.1139, -1.4397], [13.6867, 2.3880, -5.5141], [12.4369, 1.1978, -5.9513], [13.1325, 1.2025, -4.3070], [10.9916, 0.2476, -4.4103], [8.8119, -0.3134, -3.5410], [7.8238, 3.8367, -3.1907], [10.0841, 4.4193, -4.0950], [6.9223, -0.6706, -2.6728], [5.3367, -2.4914, -2.0323], [3.5522, -4.0158, -1.2067], [1.4752, -3.0369, -0.2747], [0.2121, 3.0584, -0.0346], [1.7465, 4.8552, -0.8193], [4.0009, 4.2066, -1.7110], [-1.2001, -2.9723, -0.8124], [-1.2370, -4.2553, -0.4312], [-0.7963, -4.3043, 0.8778], [-0.5137, -2.9777, 1.2167], [-0.7650, -2.1887, 0.1750], [-1.4086, -2.5360, -1.7059], [-1.5603, -5.0384, -1.0942], [-0.6796, -5.1712, 1.5022], [-0.1399, -2.5595, 2.1373], [-8.0928, -0.9986, -0.0917], [-6.9457, -1.8415, 0.3966], [-6.9465, -3.2007, 0.1092], [-5.8858, -4.0091, 0.4850], [-4.8137, -3.4529, 1.1501], [-4.7959, -2.0902, 1.4627], [-3.6251, -1.5953, 2.0603], [-3.5017, -0.6023, 3.0157], [-4.4482, -0.4755, 4.0367], [-4.2779, 0.4679, 5.0320], [-3.1583, 1.2877, 5.0442], [-2.2075, 1.1674, 4.0467], [-2.3725, 0.2418, 3.0252], [-1.4172, 0.2276, 1.8725], [-0.1991, -0.0449, 2.0360], [-1.8675, 0.4933, 0.7234], [-5.8700, -1.2611, 1.0847], [-5.8365, 0.2240, 1.3124], [-8.8503, -1.6258, -0.5568], [-7.7498, -0.2784, -0.8369], [-8.5569, -0.4431, 0.7239], [-7.7880, -3.6247, -0.4236], [-5.9015, -5.0663, 0.2538], [-3.9785, -4.0693, 1.4566], [-2.7683, -1.9335, 1.6674], [-5.2896, -1.1557, 4.0560], [-5.0184, 0.5615, 5.8151], [-3.0285, 2.0240, 5.8250], [-1.3366, 1.8100, 4.0410], [-6.2403, 0.4866, 2.2926], [-6.4301, 0.7403, 0.5620], [-4.8207, 0.6105, 1.2573], [-0.8492, -0.4540, -2.4222]],
  "atomic_forces_ev_per_a": [[0.3, -2.0, 3.7], [0.0, -0.1, 0.0], [0.0, 0.1, 0.0], [-0.2, 0.0, 0.1], [0.2, 0.0, -0.1], [-0.2, 0.2, 0.1], [0.3, 0.1, -0.1], [-0.1, -0.2, 0.1], [0.1, 0.0, 0.0], [-0.2, -0.1, 0.1], [0.1, 0.2, 0.0], [0.2, -0.7, 0.0], [-0.2, 0.5, 0.1], [0.1, 0.1, 0.0], [0.0, -0.1, 0.1], [-0.2, 0.0, 0.1], [0.3, 0.2, 0.1], [-0.2, -0.3, 0.1], [-1.8, 0.8, -0.6], [0.4, -0.1, -0.2], [0.3, 0.2, -0.2], [-1.9, -0.7, -0.4], [-0.2, 0.2, 0.2], [0.3, 0.0, 0.0], [-0.1, -0.1, 0.0], [-0.2, 0.0, 0.1], [0.0, 0.0, 0.0], [0.0, 0.0, 0.0], [0.0, 0.0, 0.0], [0.0, 0.0, 0.0], [0.0, 0.0, 0.0], [0.0, 0.1, 0.0], [0.0, 0.0, 0.0], [0.0, 0.0, 0.0], [0.0, -0.1, 0.0], [0.0, 0.0, 0.0], [0.0, 0.0, -0.1], [-0.1, -0.1, -0.1], [-0.1, 0.0, 0.0], [0.0, 0.0, 0.0], [0.0, -0.3, 0.0], [0.1, 0.0, 0.1], [0.0, 0.1, 0.0], [0.1, -0.1, 0.1], [0.4, 1.7, -0.7], [0.0, 0.1, 0.0], [-0.1, 0.0, -0.1], [-0.1, 0.0, 0.0], [0.0, 0.0, 0.0], [0.0, 0.0, 0.1], [0.0, -0.1, 0.0], [0.0, 0.0, 0.0], [-0.1, 0.0, -0.1], [0.0, 0.1, 0.2], [-0.4, -0.1, -0.2], [0.2, 0.2, 0.0], [0.1, 0.1, 0.2], [0.2, 0.0, 0.0], [0.0, 0.0, -0.1], [0.1, 0.2, 0.1], [0.1, 0.0, 0.1], [-0.2, -0.2, -0.3], [-0.7, 0.2, 0.7], [1.1, -0.1, -1.2], [1.3, -0.1, -1.6], [0.3, -0.2, -0.1], [0.0, 0.0, 0.0], [0.0, 0.0, 0.0], [-0.1, 0.0, 0.0], [0.0, 0.0, 0.0], [0.0, 0.0, 0.0], [0.0, 0.0, 0.0], [0.1, 0.0, 0.1], [0.1, 0.0, -0.2], [0.0, 0.0, 0.0], [0.0, 0.0, 0.0], [0.0, 0.0, 0.0], [0.0, 0.0, 0.0], [0.0, 0.1, 0.0], [0.0, 0.0, 0.0], [0.0, 0.0, 0.0], [0.8, 0.4, 0.1]],
  "mulliken_charge": [1.4546, -0.8433, -0.4550, 0.9520, -0.6708, -0.7334, 0.3715, -0.5488, -0.6104, 0.3281, -0.8146, 0.7227, 0.1476, -0.1269, 0.3813, -0.5035, -1.2168, 0.2877, -0.3138, 0.1157, 0.1228, -0.5380, 0.0908, -0.9688, -0.2810, 0.2285, 0.2458, 0.3469, 0.3429, 0.4119, 0.2247, 0.5027, 0.4310, 0.1719, 0.4526, 0.4757, 0.1791, 0.5006, 0.4370, 0.6146, 0.0515, -0.4891, -0.8216, -0.3066, 0.4204, -0.0326, 0.5275, 0.4621, 0.4860, -1.6511, 1.0908, -0.8622, -0.9576, -0.9386, -0.0056, 0.4241, 0.1616, -0.5429, -0.6134, -0.7081, -0.4247, 0.3284, 0.7607, -0.7998, -0.8666, 1.3793, -1.3421, 0.3930, 0.3680, 0.3400, 0.3421, 0.4053, 0.6300, -0.4613, 0.5599, 0.4192, 0.4002, 0.4798, 0.3264, 0.5049, 0.1862, -0.5388],
  "e_above_lowest_kcal_mol": 54.7,
  "total_charge": 1,
  "orbital_gap_ev": 5.6566
}